ORCA calculation (wB97M-V/def2-TZVPD) on C9H20BBr3Cl2CsLiN2O6P2 as an isolated structure.

Calculated values
E_HOMO ... -5.8 eV
Frontier orbital gap ... 0.120 Ha
Relative energy (zero: lowest compared OMol25 entry of this formula, charge and spin) ... 6.3223 eV
Total charge ... 0
F_max ... 7.37 eV/A

Geometry as XYZ:
```
47
Properties=species:S:1:pos:R:3:lowdin_charge:R:1
C 2.242 -0.712 -1.066 -0.176
C 0.845 -0.140 -1.762 -0.368
N 0.789 -0.140 -3.134 -0.026
C -0.307 0.407 -0.732 -0.115
B -1.796 -0.263 -0.929 -1.138
P -2.929 1.148 -0.192 0.644
O -4.380 0.486 0.508 -0.456
Br -3.675 2.500 -1.909 0.218
O -2.200 -1.405 -0.041 -0.205
C -3.191 -2.195 -0.827 -0.179
C -2.341 -2.172 -2.266 -0.822
Br -3.192 -2.997 -3.878 0.667
P -0.846 -3.338 -1.812 0.738
N -1.391 -4.701 -1.067 -0.398
O -2.111 -0.720 -2.315 -0.119
H 2.060 -0.984 0.060 0.034
H 3.015 0.193 -1.147 0.093
H 2.681 -1.583 -1.714 -0.088
H 1.696 -0.562 -3.483 -0.312
H 0.060 0.264 0.382 0.086
H -0.433 1.572 -0.919 0.087
H -4.208 0.023 1.382 0.037
H -3.546 -3.230 -0.412 0.126
H -4.151 -1.571 -1.117 0.143
H 0.079 -2.717 -0.894 -0.021
H -0.097 -3.750 -2.980 -0.005
H -1.082 -5.554 -1.621 -0.029
C 1.277 -0.865 4.118 -0.326
O 1.676 0.124 3.171 -0.053
C 2.624 0.982 3.625 -0.540
O 3.132 0.967 4.735 0.129
O 2.908 1.861 2.631 0.010
C 3.896 2.831 2.969 -0.031
H 0.517 -1.495 3.649 -0.144
H 2.125 -1.498 4.397 0.124
H 0.835 -0.395 5.003 0.049
H 4.850 2.346 3.202 0.104
H 3.560 3.449 3.808 0.103
H 4.044 3.480 2.102 0.105
Cs -1.280 -0.679 3.687 1.317
Li 0.820 -4.549 0.207 0.769
C -1.122 5.559 -1.950 -1.038
Cl -0.589 4.757 -0.468 0.479
Cl 0.258 6.017 -2.957 0.495
H -1.762 4.877 -2.514 -0.011
H -1.683 6.459 -1.686 0.028
Br 2.320 -2.084 -3.846 0.015
```

=====

ORCA calculation (wB97M-V/def2-TZVPD) on a 2-piece molecular cluster, C9H20BrP overall.

Calculated values
E_HOMO ... -8.1 eV
SMILES ... CP(Br)C(C)(C)C.C=C(C)C
Frontier orbital gap ... 0.327 Ha
Relative energy (zero: lowest compared OMol25 entry of this formula, charge and spin) ... 0.0000 eV
Total charge ... 0
F_max ... 3.15 eV/A

Geometry as XYZ:
```
31
Properties=species:S:1:pos:R:3:lowdin_charge:R:1
C 0.309 0.730 -2.181 -0.344
P 0.155 0.825 -0.312 0.628
Br 0.068 3.042 -0.206 0.323
C 1.983 0.524 0.335 -0.751
C 1.929 -0.998 0.396 -0.167
C 3.263 1.028 -0.407 -0.070
C 2.030 1.143 1.793 -0.129
H -0.742 0.886 -2.611 0.038
H 0.731 1.624 -2.514 -0.035
H 0.758 -0.259 -2.557 0.069
H 1.114 -1.368 1.027 0.065
H 1.826 -1.441 -0.581 0.057
H 2.844 -1.414 0.860 0.092
H 2.956 1.915 -0.864 0.035
H 3.492 0.358 -1.201 0.068
H 4.054 1.232 0.287 0.074
H 2.947 0.636 2.137 0.078
H 2.091 2.265 1.559 0.059
H 1.258 0.923 2.487 0.050
C -2.693 0.270 -0.540 -0.100
C -2.695 -0.852 0.171 -0.432
C -2.709 -2.116 -0.655 -0.080
C -2.825 -0.771 1.709 -0.042
H -2.469 1.188 -0.042 0.007
H -2.703 0.253 -1.713 0.095
H -2.920 -1.858 -1.711 0.073
H -1.778 -2.678 -0.618 0.069
H -3.565 -2.736 -0.278 0.087
H -2.155 -1.391 2.224 0.050
H -3.772 -1.205 2.005 0.076
H -2.780 0.243 2.000 0.059
```

=====

ORCA calculation (wB97M-V/def2-TZVPD) on C9H20ClIN2O2PSY as an isolated structure.

Calculated values
E_HOMO (alpha / beta) ... -15.3 / -15.3 eV
Frontier orbital gap (alpha / beta) ... 0.165 / 0.165 Ha
Total charge ... +2
F_max ... 7.37 eV/A

Geometry as XYZ:
```
38
Properties=species:S:1:pos:R:3:lowdin_charge:R:1
C -1.113 2.546 -1.403 0.010
C -1.498 1.231 -0.876 -0.216
H -2.005 3.132 -1.705 0.153
H -0.439 2.436 -2.269 0.102
H -0.554 3.130 -0.647 0.118
O -2.557 0.771 -0.595 0.248
I 1.717 -2.372 1.287 0.269
Y 0.840 0.212 0.341 0.356
P 0.145 -1.092 -2.121 0.762
C -0.847 -2.615 -2.347 -0.231
C -0.283 -0.218 -3.668 -0.253
H 2.579 -1.009 -2.357 0.036
H 1.815 -1.965 -3.670 0.075
H 2.005 -2.663 -2.021 0.036
C 1.803 -1.750 -2.592 -0.245
H 0.363 0.662 -3.769 0.054
H -0.129 -0.882 -4.530 0.074
H -0.677 -3.041 -3.346 0.082
H -1.912 -2.387 -2.235 0.059
H -1.330 0.102 -3.640 0.054
H -0.567 -3.352 -1.587 0.057
C -1.224 -1.376 0.536 -0.312
O -2.161 -2.025 0.680 0.130
Cl 2.421 1.754 -0.859 -0.098
C 0.536 -0.255 5.859 -0.017
N -0.096 -0.043 4.557 0.012
C 0.126 1.003 3.744 -0.718
S -0.782 1.144 2.242 0.612
N 1.015 1.968 4.119 -0.044
C 0.739 2.798 5.301 -0.043
H 1.358 0.442 6.002 0.088
H 0.926 -1.277 5.915 0.108
H -0.205 -0.123 6.656 0.111
H -0.686 -0.774 4.177 0.141
H 1.304 2.541 3.313 0.131
H 1.702 2.992 5.776 0.102
H 0.306 3.759 5.001 0.103
H 0.068 2.291 6.002 0.093
```

=====

ORCA calculation (wB97M-V/def2-TZVPD) on a 2-piece molecular cluster, C9H20ClN overall.

Calculated values
E_HOMO ... -6.8 eV
Frontier orbital gap ... 0.248 Ha
Relative energy (zero: lowest compared OMol25 entry of this formula, charge and spin) ... 1.3971 eV
Total charge ... 0
F_max ... 3.88 eV/A

Geometry as XYZ:
```
31
Properties=species:S:1:pos:R:3:lowdin_charge:R:1
C -0.238 -1.589 3.432 -0.073
C -0.428 -1.107 1.921 -0.224
C 0.826 -0.508 1.268 -0.140
N 0.705 0.148 -0.112 -0.225
C -0.137 1.449 0.011 -0.077
C -0.476 1.927 -1.401 -0.150
C -1.091 0.797 -2.329 -0.177
C -0.147 -0.316 -2.473 -0.197
C 0.230 -0.892 -1.121 -0.098
C 2.144 0.538 -0.539 0.020
H -1.084 -2.228 3.684 0.074
H -0.361 -0.682 4.025 0.067
H 0.673 -2.121 3.706 0.067
H -1.348 -0.537 1.785 0.062
H -0.759 -2.034 1.454 0.099
H 1.503 -1.361 1.212 0.129
H 1.192 0.191 2.020 0.132
H -1.046 1.035 0.448 0.085
H 0.293 2.246 0.617 0.139
H -1.115 2.802 -1.275 0.123
H 0.422 2.311 -1.886 0.098
H -1.990 0.595 -1.748 0.065
H -1.449 1.285 -3.236 0.122
H -0.591 -1.125 -3.054 0.132
H 0.750 -0.002 -3.007 0.109
H -0.780 -1.124 -0.782 0.128
H 0.893 -1.757 -1.106 0.145
H 2.377 1.284 0.221 0.102
H 2.148 0.901 -1.567 0.089
H 2.919 -0.228 -0.538 0.104
Cl -4.037 0.101 0.369 -0.730
```